No. 1
C23H37ClGaN2O2Si | ωB97M-V/def2-TZVPD

Gap between HOMO and LUMO (eV): 3.5
Net charge: -1

```
67
C23H37ClGaN2O2Si ωB97M-V/def2-TZVPD
C 0.69 0.43 -4.30
H -3.26 -0.97 -0.42
H -2.55 -3.49 -1.21
H 3.59 -0.21 4.13
C 1.07 -0.91 0.61
H 0.81 -2.63 -1.39
H 4.97 -0.21 1.07
H 1.22 1.40 -4.20
C 3.90 -0.42 0.95
C -0.08 1.06 2.72
Ga 0.27 1.15 -0.32
Cl 1.54 2.87 -0.73
C 0.73 -0.15 2.97
H 0.05 -1.02 3.11
C -1.34 1.69 -3.32
H 3.20 1.43 3.53
Si -1.40 -2.13 0.41
H -3.74 2.44 2.97
H -0.42 3.90 2.71
H -2.69 1.22 3.68
C 3.02 -0.12 2.01
H -3.08 -3.03 1.87
H -2.31 0.25 0.45
H -2.53 -1.52 2.54
H 2.36 -2.43 -2.16
H -0.66 2.46 -2.91
C -2.24 -0.58 -0.26
C -1.81 2.32 2.05
H -0.88 -1.59 -4.32
H -2.31 -1.01 -3.40
O -0.12 2.00 3.63
H -1.11 -4.39 -0.62
H 0.56 0.16 -5.35
C -3.01 1.66 2.73
H -1.68 2.03 -4.31
C 0.99 -0.84 -2.47
C -2.24 3.15 0.84
H 4.73 0.62 3.03
O 1.49 -0.65 -3.67
H -2.77 2.55 0.09
C -0.60 0.36 -3.48
H -1.56 -3.07 2.77
N -0.83 1.28 1.63
C 1.58 -1.88 -1.61
H 4.60 -2.32 -1.53
C 3.44 -0.96 -0.25
C -2.16 -2.46 2.08
C 3.66 0.46 3.26
H -3.50 0.90 2.11
H 5.43 -0.84 -0.92
H -2.23 1.60 -2.68
N -0.08 -0.09 -2.17
H -0.91 -3.10 -1.84
H 4.22 -0.72 -2.26
C -1.02 3.07 3.12
H 0.25 -2.14 0.71
C -1.50 -0.72 -4.07
H -2.94 3.93 1.18
H 1.26 -0.03 3.92
C 2.07 -1.20 -0.41
C 1.64 -0.36 1.84
H -1.92 -0.34 -5.01
C -1.48 -3.40 -0.94
H -1.37 3.64 0.38
H -1.64 3.38 3.97
H -1.83 -0.28 -1.23
C 4.47 -1.24 -1.31
```

=====

No. 2
C23H37N2O2P3Re | ωB97M-V/def2-TZVPD

⟨S²⟩: 3.759
2S+1: 4
Relative energy (zero: lowest compared OMol25 entry of this formula, charge and spin) (kcal per mole): 7.6
Gap between HOMO and LUMO (alpha / beta) (eV): 6.7 / 3.5
Net charge: +4

```
68
C23H37N2O2P3Re ωB97M-V/def2-TZVPD
H 1.13 -1.56 2.79
H 0.75 0.77 6.41
H -4.18 -3.98 -0.59
H 3.69 -2.33 2.06
H 5.23 -2.73 -0.27
C 2.55 -0.44 4.82
H -3.56 -2.47 1.67
H -1.76 0.83 6.00
C 1.12 -0.38 4.62
H -2.69 0.63 -4.11
C -1.58 -0.35 4.20
H -2.63 -3.99 1.94
C 4.05 -1.43 1.54
C -2.42 0.89 -1.09
H -1.29 5.00 0.79
H -2.92 3.77 -2.75
H 5.35 -0.13 -0.68
C 0.52 -1.01 3.52
H -0.80 -4.52 -1.41
C 0.57 1.53 -3.76
C 0.17 4.61 -1.85
H 4.59 -2.31 -1.90
C 4.30 0.17 -0.65
H 4.17 0.97 0.08
C 4.32 -2.59 -0.87
C -0.77 1.61 -4.14
H 0.44 -1.43 -2.04
H -2.66 -0.38 4.00
O -3.46 0.69 -0.63
H -4.21 -2.21 -0.93
Re -0.67 1.23 -1.95
H 3.99 0.52 -1.64
O 0.77 0.83 0.82
H -3.44 -3.33 -2.09
P -2.02 -2.90 -0.16
H -1.85 -2.37 2.21
H 3.83 -0.56 2.17
C 0.30 0.29 5.54
C -1.08 0.32 5.32
H 1.25 2.34 -3.98
N -0.79 -0.99 3.35
C -2.57 -2.95 1.60
H 1.15 4.22 -1.56
H -1.93 -5.33 -0.27
C 1.02 0.42 -3.03
H 3.75 -3.53 -0.88
P -1.13 3.58 -1.14
C 0.27 0.98 -0.23
C -3.63 -3.14 -1.03
H -1.12 2.48 -4.69
C -1.14 3.92 0.63
H -0.19 3.62 1.09
C -1.22 -4.52 -0.39
H 2.06 0.37 -2.71
H 5.13 -1.52 1.39
H -3.52 3.88 -1.09
H -1.95 3.37 1.11
H -1.90 -1.28 -2.76
C 0.13 -0.59 -2.66
H 0.06 5.63 -1.48
C -2.72 4.19 -1.76
H -0.39 -4.61 0.32
P 3.27 -1.28 -0.12
H -2.70 5.28 -1.84
H 0.11 4.60 -2.94
C -1.21 -0.50 -3.06
N 3.71 -0.50 4.99
C -1.65 0.58 -3.83
```

=====

No. 3
C23H37O2V | ωB97M-V/def2-TZVPD

⟨S²⟩: 3.775
2S+1: 4
Relative energy (zero: lowest compared OMol25 entry of this formula, charge and spin) (kcal per mole): 25.7
Gap between HOMO and LUMO (alpha / beta) (eV): 3.8 / 5.5
Net charge: -1

```
63
C23H37O2V ωB97M-V/def2-TZVPD
H 0.64 -1.41 0.74
H -1.64 1.14 -4.80
H 0.08 2.78 -2.92
H -0.34 0.71 0.49
H -0.10 2.06 -0.67
H 2.00 0.57 0.96
C 2.13 2.37 -3.64
O -0.11 -0.20 -4.03
H 1.80 1.30 -3.68
C 2.70 2.15 -0.29
C 1.02 3.31 -3.12
C 0.58 -2.47 -2.45
C 2.09 4.14 -5.14
H -0.82 -2.64 -6.31
C 1.25 2.41 1.72
O 2.53 2.76 -4.97
H 0.61 1.87 2.43
H 0.90 5.40 -3.80
H -2.56 2.04 -2.37
H 2.36 -1.31 -3.27
C 0.89 4.39 -4.22
H 1.55 -1.86 -6.55
H -0.71 -3.22 -0.79
H 0.04 1.83 -4.78
H -0.88 -2.80 -4.55
C -2.30 0.52 -0.73
H -0.05 4.25 -4.78
C 1.68 -1.53 -2.45
H 0.63 0.59 -6.72
H -2.39 1.13 0.16
C -0.57 0.93 -4.95
H 1.34 3.77 -2.18
H 0.72 3.31 1.39
C 1.84 -1.05 -1.14
C -2.45 1.00 -2.07
C -2.55 -0.12 -2.93
V -0.27 -0.44 -1.93
C -0.97 -2.09 -5.38
C 1.60 1.51 0.54
C 1.47 -1.48 -5.52
C -2.33 -1.31 -2.16
H 2.65 -0.41 -0.82
C 0.35 1.15 -0.25
C 0.06 -2.53 -1.13
C 0.06 -0.99 -5.30
C 0.80 -1.60 -0.32
C -2.18 -0.90 -0.77
H 1.86 4.30 -6.20
H 0.34 -3.16 -3.25
H -1.98 -1.66 -5.38
H 2.18 -0.66 -5.40
H 2.38 3.11 -0.71
H 3.59 2.34 0.32
H 2.16 2.71 2.26
H -2.15 -1.56 0.09
H 2.92 4.82 -4.85
H -1.10 0.03 -6.88
H 1.71 -2.30 -4.85
H -2.93 -0.10 -3.94
H -2.43 -2.33 -2.53
H 3.03 1.52 -1.12
H 3.01 2.42 -2.97
C -0.25 0.18 -6.21
```

=====

No. 4
C23H38AsF4N2Si2Ta | ωB97M-V/def2-TZVPD

Relative energy (zero: lowest compared OMol25 entry of this formula, charge and spin) (kcal per mole): 1.9
Gap between HOMO and LUMO (eV): 7.2
Net charge: +2

```
71
C23H38AsF4N2Si2Ta ωB97M-V/def2-TZVPD
H -2.22 -3.82 -1.02
H 0.74 4.56 1.53
Ta 0.15 -1.38 -0.03
H 4.18 0.31 -0.17
H -1.84 -3.55 0.67
H -4.02 -4.60 0.26
H 3.06 -1.61 -1.27
As 0.76 0.84 -0.84
H -0.65 -3.67 -2.07
C -0.54 0.38 3.88
C 2.18 -2.22 -1.15
F -1.84 0.57 4.10
C -2.66 -1.51 -1.87
H -2.66 -0.53 2.60
H -3.09 0.64 -1.72
H 3.63 3.41 -3.11
H -3.88 -1.06 0.46
C 3.14 0.31 -3.42
F 1.79 -1.10 1.60
H -1.57 0.26 -2.55
C -1.73 2.43 1.11
C 4.10 1.30 -0.62
H 2.04 3.75 0.63
H 3.87 2.02 0.17
H -2.62 2.25 0.50
C 1.09 3.59 1.16
C -2.59 -0.07 -2.37
H -1.58 1.59 1.78
Si -0.23 2.84 0.09
H 0.23 -4.46 0.36
H 0.16 4.12 -1.99
C 1.32 -0.40 2.70
F 3.52 0.02 3.38
C -2.80 -0.92 0.51
H 5.08 1.56 -1.03
C -0.71 3.83 -1.41
C -0.06 -0.34 2.78
H -1.21 4.74 -1.08
C 0.69 -3.73 -0.28
C 1.14 -2.38 -2.09
H 2.62 3.92 -1.76
N -0.76 -0.95 1.72
C -2.21 -1.18 1.87
H 1.89 3.35 -3.27
H -4.63 -3.17 -0.55
H -2.58 0.12 0.26
H -2.14 -2.17 -2.56
H 1.30 2.96 2.03
C 2.21 0.15 3.58
H 1.05 -1.91 -3.06
H 2.54 -3.21 0.82
H -3.12 -0.05 -3.32
C 1.72 0.85 4.67
H 2.37 1.30 5.40
C -2.47 -3.23 -0.15
H -3.70 -1.82 -1.86
Si 2.84 1.44 -1.98
F -0.18 1.61 5.81
H 4.21 0.21 -3.58
C -3.93 -3.51 0.21
H 2.73 -0.69 -3.31
H 2.71 0.75 -4.33
N -2.12 -1.79 -0.49
H -4.23 -3.12 1.18
H -2.38 -2.20 2.20
C 0.21 -3.29 -1.55
H -1.39 3.29 -2.07
C 0.35 0.94 4.80
C 1.92 -3.08 -0.05
C 2.70 3.19 -2.57
H -1.93 3.31 1.72
```

=====

No. 5
C23H38B2F4N6O4SScSi | ωB97M-V/def2-TZVPD

Relative energy (zero: lowest compared OMol25 entry of this formula, charge and spin) (kcal per mole): 54.2
Gap between HOMO and LUMO (eV): 6.7
Net charge: -1

```
80
C23H38B2F4N6O4SScSi ωB97M-V/def2-TZVPD
B -0.84 3.35 -3.19
C 1.18 -2.93 1.86
Sc -1.11 1.03 -0.86
C -3.24 -0.07 -4.31
H 0.53 -2.84 -0.16
H -0.22 -1.21 -4.28
H 2.39 3.99 -1.65
H -0.92 -2.51 2.88
F -2.56 2.05 0.73
H -0.43 -2.44 -3.02
B -2.77 0.83 1.47
C -3.42 -3.67 3.60
H -3.35 -4.67 3.19
H 1.94 0.53 3.21
C 1.30 -4.34 2.43
C 2.00 4.11 -0.64
H -3.57 -2.73 1.65
N 0.14 2.63 -0.92
C 0.28 -1.73 -3.45
N -0.39 0.85 1.02
H 0.22 0.07 3.33
N -1.59 -2.81 2.19
H 3.23 -1.06 -1.74
H -5.67 -0.32 -0.79
H 2.36 -1.07 -0.20
H -4.30 -0.06 -4.60
C 5.35 1.79 0.93
F 0.14 3.55 -4.16
O -1.36 1.93 -3.53
O -3.64 -0.02 0.55
F -3.48 1.01 2.62
C 3.38 2.68 2.66
C -2.99 -2.64 2.56
C 3.00 2.23 1.40
C -3.82 0.03 -1.74
H 2.62 3.06 3.33
H 2.22 -2.44 -1.33
H -2.79 -3.62 4.49
H 3.74 1.45 -0.46
H -3.13 -1.62 2.94
H 0.96 -2.22 2.65
H 1.25 1.44 -3.82
C 5.70 2.21 2.21
H 1.13 -2.29 -3.86
H -4.45 -3.48 3.91
H 6.11 1.43 0.25
H -5.25 -1.52 -2.02
H -2.65 0.48 -5.03
H 2.82 4.30 0.05
H 4.97 3.02 4.06
H -5.81 0.09 -2.52
C 0.68 1.28 1.65
O -1.44 0.25 1.76
C 1.87 0.76 -3.23
H 2.13 -2.62 1.44
N 0.21 -2.82 0.79
H -2.91 -1.12 -4.29
H 2.51 0.20 -3.92
C 4.71 2.66 3.07
F -1.91 4.23 -3.33
H 6.73 2.18 2.53
H 0.73 1.70 3.75
C 0.91 0.86 3.07
H 2.08 -4.39 3.19
C -3.07 0.52 -2.96
N -3.11 0.12 -0.69
C -1.13 -2.87 0.92
H 1.56 -5.05 1.63
H 0.36 -4.67 2.87
C 1.22 2.89 -0.23
C 2.29 -1.34 -1.26
H 2.51 1.38 -2.60
O -0.29 3.60 -1.82
C 1.58 2.14 0.95
C 4.02 1.80 0.54
Si 0.85 -0.44 -2.16
N -2.25 1.45 -2.65
H 1.33 4.96 -0.66
S -2.14 -3.01 -0.43
C -5.23 -0.45 -1.77
```

=====

No. 6
C23H38BN7O2PdS3 | ωB97M-V/def2-TZVPD

Relative energy (zero: lowest compared OMol25 entry of this formula, charge and spin) (kcal per mole): 8.9
Gap between HOMO and LUMO (eV): 7.3
Net charge: +2

```
75
C23H38BN7O2PdS3 ωB97M-V/def2-TZVPD
C 4.81 3.21 -1.70
C 2.11 -1.52 2.17
H 5.44 3.92 -1.19
N 1.03 0.60 -1.99
C -0.96 -2.40 -0.62
H 3.43 -0.73 3.68
C 0.99 -2.34 -1.59
H -2.83 -6.02 -0.05
C 0.79 -3.60 -1.13
H -3.40 3.53 2.51
H -2.24 2.25 2.19
H -2.10 3.80 1.34
H 3.57 4.90 -0.06
C -1.05 -4.85 0.15
H -0.06 -4.41 2.02
H -1.40 -5.56 2.14
N -0.12 -1.58 -1.27
C -1.96 1.66 -2.46
H 0.81 -6.00 0.27
C -0.18 -6.06 -0.19
C -4.73 1.51 1.11
C 1.91 0.58 -3.05
H -5.25 1.05 0.28
H -3.85 4.55 -0.29
H -5.47 1.99 1.75
C -3.74 2.57 0.63
C 4.17 2.20 0.48
C 2.44 -1.18 3.61
H -0.09 -6.21 -1.26
H -1.66 1.69 -3.49
C 3.64 2.88 -0.78
H -1.73 -3.84 1.97
C -2.05 0.94 -0.41
H 1.77 0.64 4.33
C -2.80 3.06 1.73
N -1.47 0.72 -1.59
H -5.11 4.18 0.87
H 5.42 2.33 -1.92
C 1.54 1.43 -1.05
H 4.92 2.85 0.93
S 0.77 1.82 0.47
H 2.46 4.60 -1.39
H 4.48 3.68 -2.64
Pd 0.53 -0.26 1.26
H 2.40 -2.06 4.25
C 2.94 1.40 -2.75
H -0.49 -0.48 -3.19
O 1.07 -2.21 1.92
H -2.42 -5.13 -1.51
C -2.45 -5.07 -0.42
H -3.43 3.27 -2.12
O 2.57 -0.78 1.23
H -0.66 -6.94 0.23
H 0.73 -0.59 4.58
N -0.44 -3.63 -0.52
H -3.16 -4.31 -0.12
S -1.79 -0.09 0.99
H 1.42 -4.46 -1.19
C -2.84 2.44 -1.78
H 4.64 1.25 0.23
C 2.88 4.17 -0.48
H 3.81 1.65 -3.33
H 2.08 4.03 0.25
H -4.25 0.73 1.71
N 1.38 -0.20 3.92
C -4.51 3.76 0.06
B -0.29 -0.21 -2.04
N 2.71 1.92 -1.49
S -2.46 -1.90 0.15
H 1.72 0.01 -3.94
H -5.20 3.46 -0.73
C -1.06 -4.64 1.66
H 1.84 -1.93 -2.09
H 3.39 2.02 1.21
N -2.90 1.98 -0.49
```

=====

No. 7
C23H38GeN2RhSi2 | ωB97M-V/def2-TZVPD

⟨S²⟩: 6.009
2S+1: 5
Relative energy (zero: lowest compared OMol25 entry of this formula, charge and spin) (kcal per mole): 0.0
Gap between HOMO and LUMO (alpha / beta) (eV): 6.4 / 6.9
Net charge: +1

```
67
C23H38GeN2RhSi2 ωB97M-V/def2-TZVPD
C -0.98 3.63 1.49
H 2.66 2.11 1.70
H 2.49 3.66 -1.84
C -0.74 -0.99 2.70
C -1.46 4.13 -0.81
H -3.24 -3.32 0.92
H 4.13 2.81 0.91
H -2.51 -4.08 -3.31
H -5.62 -1.97 -0.57
N -1.24 1.80 -0.13
C -5.22 -2.23 -1.57
C -0.61 1.64 3.50
H -0.41 -1.52 4.78
C -0.44 0.63 4.46
C 1.63 -0.02 -0.29
H 4.65 2.06 -2.15
C 3.49 1.91 0.98
H -1.65 2.36 -2.10
H 4.11 1.09 1.39
Si 2.76 1.45 -0.70
C -1.02 2.25 1.13
H 3.76 -1.88 1.34
H 1.68 0.00 0.84
C 3.44 -2.18 -2.03
H -1.76 -3.88 0.03
H -1.52 -2.57 -3.36
H 2.10 -2.33 1.78
H -1.64 4.84 -1.63
C 1.81 2.90 -1.41
C -0.71 4.00 2.84
H -0.35 3.34 4.86
H 1.12 2.56 -2.21
H -5.50 -1.44 -2.29
Si 2.20 -1.81 -0.65
H -3.34 -4.70 -0.24
H -5.70 -3.19 -1.89
C 2.87 -2.45 1.00
H 4.91 0.40 -1.50
Rh -0.54 -0.18 -0.41
H -0.27 0.91 5.50
H -0.65 5.06 3.11
H 0.44 -3.61 -0.45
H 1.22 3.40 -0.61
H -1.13 5.64 0.70
C 0.61 -2.73 -1.11
H 3.16 -3.52 0.95
C -0.51 -0.69 4.06
C -0.53 3.04 3.81
H 3.45 -3.27 -2.20
H -3.20 -2.58 -4.02
C -2.53 -2.98 -3.24
H 3.80 0.66 -2.87
Ge -3.25 -2.44 -1.48
H -0.80 -2.03 2.35
H -0.30 -2.08 -0.97
N -0.90 -0.05 1.73
C -0.84 1.24 2.14
H -3.13 -0.20 -0.32
H -2.65 -0.06 -2.03
C 4.16 1.09 -1.92
H 4.47 -1.85 -1.80
C -1.18 4.57 0.46
C -2.85 -3.72 -0.04
H 3.14 -1.69 -2.98
C -2.48 -0.63 -1.10
C -1.48 2.74 -1.08
H 0.60 -3.06 -2.15
```

=====

Number 1: largest force on an atom 4.81 eV Å⁻¹. Number 2: largest force on an atom 5.55 eV Å⁻¹. Number 3: largest force on an atom 4.89 eV Å⁻¹. Number 4: largest force on an atom 0.79 eV Å⁻¹. Number 5: largest force on an atom 1.02 eV Å⁻¹. Number 6: largest force on an atom 0.64 eV Å⁻¹. Number 7: largest force on an atom 3.42 eV Å⁻¹.